# 1
Here is a structure of composition C47H99BGaO7 in a non-equilibrium geometry from OMol25. Energies are from ωB97M-V/def2-TZVPD.

Structure (XYZ):
```
155
Properties=species:S:1:pos:R:3
H 6.66 0.08 -1.55
H 0.26 3.18 2.01
H 7.14 0.60 0.90
H -12.25 -3.92 -1.34
H -4.90 4.27 5.50
O 6.95 4.97 -2.04
H -3.73 -2.37 1.46
H -13.29 -1.84 -2.00
C -10.05 -1.92 -1.15
H -2.53 6.64 3.67
H 1.70 -4.54 -3.45
H -4.39 6.66 5.70
H 5.36 -1.30 2.44
H -2.85 -0.24 -0.55
C -0.21 -1.62 -4.64
H -4.95 -2.87 -2.17
H 4.39 -1.63 7.13
H 5.99 -3.33 5.18
H 3.78 -4.54 6.44
H 2.36 3.31 0.03
C -2.94 0.26 1.52
H -1.99 1.74 0.28
C -3.94 -2.44 -2.00
H 9.39 5.72 -0.81
H -4.77 -1.51 0.28
H -2.39 -3.16 -0.61
C 5.89 -2.28 0.60
O 0.87 -5.02 -3.36
C 2.68 4.27 2.94
H 5.40 -3.03 7.50
H -7.89 -5.39 0.19
H 4.46 -3.91 0.27
H 6.67 -3.04 0.73
C 8.39 5.78 -0.35
C -2.76 -0.76 0.41
H 0.46 0.05 -3.49
C -12.40 -1.76 -1.37
H -4.57 3.19 3.38
C 7.61 6.95 -0.94
H 3.43 0.82 -6.07
H 4.47 3.35 2.16
H 3.39 -0.04 -4.52
H -0.64 1.19 2.93
C -6.36 -7.22 -1.35
H 1.43 -0.38 -6.31
C 4.70 -2.61 6.78
H 8.52 5.83 0.73
H -6.25 4.99 4.60
Ga -1.04 -2.49 -2.98
H 3.26 4.96 3.56
C -12.04 -3.07 -0.68
C -7.95 -5.54 -0.89
H 0.47 -5.30 -0.87
H -11.01 -0.39 -2.39
H -1.75 -1.18 0.43
H 7.08 -1.35 2.13
C 3.54 3.77 1.78
H -5.92 -7.33 -0.36
C 0.39 2.28 1.39
H -4.09 -1.36 -1.93
O -10.64 -3.01 -0.44
H 4.08 3.87 -4.38
H 2.54 -3.75 4.54
H -8.35 -7.66 -0.50
H 7.87 6.51 -3.05
O -6.84 -4.92 -1.52
C 2.90 2.08 -4.43
C 6.11 -1.17 1.66
H -0.75 -1.53 -1.70
H 0.18 2.56 0.35
H 1.89 0.84 0.94
C -11.12 -1.44 -2.13
H 2.19 2.72 -4.95
C -5.16 4.89 4.63
H 4.84 2.57 -5.26
C 0.88 -0.63 -4.24
H 6.76 7.19 -0.30
B -0.06 -4.36 -2.53
H 5.80 0.92 1.97
H 8.20 7.86 -1.07
H -0.96 -1.10 -5.26
C -0.61 1.22 1.83
H -9.14 -2.26 -1.64
H 1.71 -1.16 -3.75
H -3.24 -3.86 -3.49
C 1.46 0.22 -5.39
C 5.09 2.51 -3.10
C 7.54 4.59 -0.80
C 2.86 2.75 0.83
C 3.48 -3.49 6.51
C 5.93 0.87 -1.35
C 4.55 -2.97 0.82
H 4.75 3.20 -2.33
H -11.08 -2.03 -3.05
H -12.56 -3.22 0.26
H -3.99 -3.88 -0.35
H 8.12 3.68 -0.94
H 5.85 -1.56 5.23
C 5.31 -2.50 5.38
C -2.04 1.48 1.34
O 4.22 -2.56 4.46
C 7.13 6.37 -2.26
H -12.60 -0.98 -0.62
H 2.36 -2.13 5.24
H 2.50 1.98 -3.41
C -5.92 -5.91 -1.99
H -9.79 -1.13 -0.44
H 4.59 1.46 0.19
C -3.47 -2.96 -0.63
C 5.19 0.57 -0.05
C -3.76 -1.91 0.46
H -2.73 -0.20 2.49
H -4.00 0.58 1.53
C 3.03 -2.98 5.14
H 4.47 -0.25 -0.20
C 2.89 0.72 -5.13
C 6.12 0.28 1.14
H 3.65 2.16 0.36
H 3.80 4.64 1.18
O -0.33 -5.04 -1.34
H -0.29 0.24 1.47
C 4.99 1.09 -2.55
H 3.72 -2.31 0.54
H 2.33 3.47 3.59
H -2.40 5.46 4.99
C 4.25 2.79 -4.37
H 1.81 4.83 2.57
H -5.98 -5.95 -3.08
H 6.75 4.38 -0.07
H -4.89 6.94 4.02
C 1.84 1.80 1.47
H 0.24 -2.41 -5.25
H 5.98 -1.90 -0.41
O -3.26 4.77 3.25
H 0.81 1.09 -5.56
H 6.52 1.78 -1.18
H -6.07 -8.09 -1.95
H 2.70 -3.41 7.26
H 6.14 2.74 -3.32
H 3.96 0.91 -2.21
H 5.22 0.36 -3.33
H -3.37 -2.22 -4.06
C -4.59 4.28 3.36
C -7.87 -7.03 -1.24
C -3.06 -2.82 -3.19
H -8.34 -7.21 -2.21
H 2.11 1.60 2.51
H -8.87 -5.07 -1.25
H 4.45 -3.20 1.88
H 6.18 6.79 -2.60
H -4.90 -5.61 -1.71
H -5.16 4.60 2.48
C -4.42 6.22 4.70
C -3.04 5.82 4.18
H -2.46 2.36 1.85
```

The calculation puts the HOMO energy at -3.8392 eV. Its net charge is -1.


# 2
Here is a cluster of 13 separate species, C47H99NO34 in total in a non-equilibrium geometry from OMol25. Energies are from ωB97M-V/def2-TZVPD.

Structure (XYZ):
```
181
Properties=species:S:1:pos:R:3
H -10.10 7.97 -21.11
C -1.96 2.42 -12.70
H -3.64 1.09 -27.61
H -5.21 6.65 -24.97
C -5.71 10.28 -14.96
C -7.73 8.71 -20.58
O 2.65 8.60 -24.43
O -1.47 12.57 -18.26
H -0.18 9.29 -23.08
H -4.11 11.38 -22.07
H -3.92 9.68 -22.22
H -6.27 10.08 -22.66
H -8.75 5.64 -19.35
H -0.84 8.77 -18.52
H -0.39 3.04 -18.03
H -5.85 5.87 -18.30
H -2.88 6.22 -25.71
H -7.70 4.31 -14.34
O -0.69 11.10 -22.02
C -5.71 11.29 -16.15
O -6.30 3.39 -21.62
N -5.27 6.53 -18.80
H 3.20 5.04 -24.85
O -7.54 3.10 -16.00
C 2.20 5.34 -25.18
C -2.14 5.43 -20.48
C 1.39 13.11 -20.03
H -5.56 0.59 -18.82
C -4.65 1.09 -18.51
H -6.74 11.62 -16.29
O -2.32 2.59 -25.83
H -1.34 2.06 -27.66
C -9.11 4.90 -20.07
O -6.34 9.05 -20.86
H -0.89 1.18 -26.14
H -0.88 4.47 -17.24
H -4.67 4.50 -22.30
O 4.26 5.09 -16.14
C -2.76 0.63 -27.15
H -1.61 9.26 -22.05
H -6.55 6.89 -23.92
H -4.40 2.43 -24.11
C -1.17 9.14 -17.55
H -4.23 0.57 -17.64
O -2.92 3.19 -15.20
H -4.02 10.41 -20.62
H 1.57 3.78 -18.49
H -2.68 -0.20 -27.86
O -4.85 10.35 -26.17
H 3.31 12.10 -20.61
H -2.14 3.25 -17.65
C -0.98 9.91 -22.66
O 3.23 4.99 -18.07
H -5.14 12.14 -15.76
H -1.01 14.98 -17.59
H 1.04 14.14 -19.93
H -5.08 7.34 -18.23
C -4.59 9.30 -25.28
O -5.96 2.45 -17.25
H -5.35 10.80 -17.05
H -0.32 1.92 -11.40
H -5.84 10.81 -14.01
H 3.67 2.92 -19.74
H -2.15 8.70 -17.35
C 2.30 4.43 -18.99
H 2.31 6.11 -25.93
O -6.36 4.64 -17.26
H 0.91 5.26 -23.56
H -0.80 3.80 -19.97
O -1.08 4.32 -26.43
H -4.41 2.77 -21.80
H -8.51 4.98 -15.71
O -4.92 8.32 -16.83
H -1.05 0.54 -12.14
H -5.66 3.61 -24.47
O -0.86 2.85 -16.02
C 1.46 6.07 -24.04
C 2.77 7.99 -23.37
C -1.53 14.95 -18.55
H -0.08 4.90 -21.14
H 1.68 4.43 -25.48
H -2.05 3.39 -12.21
H 1.45 12.48 -19.14
H 5.25 5.55 -14.40
H -3.07 0.08 -26.27
O -4.47 9.50 -14.87
C -2.00 6.87 -21.12
H -5.99 2.03 -23.64
H -3.79 1.02 -19.18
H -2.72 11.64 -25.07
O 3.52 3.04 -16.83
H 0.66 6.71 -24.42
O -2.89 5.39 -19.35
C -3.84 11.11 -26.82
H -10.56 9.48 -20.49
H -0.53 8.65 -16.82
O -5.75 8.65 -24.90
H -3.20 13.49 -18.41
C -1.69 1.64 -26.72
C -4.96 2.53 -18.26
H 5.65 3.96 -15.00
H -2.11 5.99 -15.74
C -2.20 13.58 -18.81
H -10.42 9.24 -22.22
O 0.73 10.28 -20.43
H -3.28 6.18 -23.88
H 3.31 4.30 -20.89
O 0.39 12.48 -20.87
C -3.11 6.35 -15.94
C -1.12 3.41 -17.31
O -8.59 9.44 -21.23
O -3.46 9.01 -24.94
C -1.29 1.53 -11.74
H -4.95 7.54 -23.45
C -4.44 10.43 -21.63
C -9.94 9.03 -21.26
C 3.66 4.24 -17.00
C 4.14 9.46 -22.10
H -3.00 10.47 -27.07
O -2.70 4.38 -24.90
H -1.66 6.11 -24.54
H 3.47 13.79 -20.20
C -0.74 4.85 -20.28
H -1.88 1.43 -10.83
C -6.55 3.51 -16.83
H -0.80 15.08 -19.35
C -5.96 10.23 -21.63
H -4.12 3.16 -17.96
C -1.89 3.79 -25.72
C -3.24 12.16 -25.88
H -1.93 7.67 -20.38
H -2.63 4.79 -21.21
O -8.17 4.00 -20.62
H -4.15 11.51 -27.78
H -1.14 6.90 -21.78
H -2.19 15.81 -18.63
H -4.42 6.02 -18.98
C -5.64 7.38 -24.27
C -5.07 3.49 -22.28
H -3.12 6.54 -17.02
H 1.71 5.28 -19.34
H -9.64 5.35 -20.90
O -8.05 7.80 -19.82
H -6.46 11.14 -21.28
C -7.04 4.43 -21.29
C 0.18 11.20 -21.03
C 2.94 3.65 -20.10
H 4.95 9.65 -22.80
H -2.22 13.32 -19.87
H -0.22 5.35 -19.45
H -1.61 10.25 -23.48
O -6.74 5.58 -21.52
C -1.98 11.34 -18.05
H -9.18 3.62 -14.85
H 3.40 10.26 -22.07
C -5.32 2.89 -23.74
H 2.04 3.19 -20.52
H -3.82 5.58 -15.66
C -8.25 4.04 -15.24
O 3.41 8.25 -22.29
C -2.69 5.81 -24.72
H 2.84 13.27 -21.75
C 4.83 4.68 -14.92
H 4.54 9.21 -21.12
C -1.77 2.92 -15.05
H -4.04 12.71 -25.39
H -2.95 2.01 -12.90
O -1.23 2.52 -13.92
O -3.45 7.61 -15.30
H 4.02 4.30 -14.30
O 2.31 6.80 -23.11
C -4.34 8.48 -15.73
C 2.81 13.06 -20.68
H -5.46 2.99 -19.11
H -6.59 9.67 -15.12
H -2.89 7.10 -21.71
H -5.79 6.60 -19.66
H -9.83 4.32 -19.48
O -1.05 10.53 -17.55
H -2.63 12.89 -26.42
O -3.11 10.98 -18.33
```

The calculation puts the HOMO energy (spin up / spin down) at -12.0285 / -12.0285 eV. The spin multiplicity is 2. Its net charge is +1. The expectation value of S² is 0.75.